# 1
C25H46ClN2O34PS8 | ωB97M-V/def2-TZVPD

Geometry as XYZ:
```
117
Properties=species:S:1:pos:R:3:lowdin_charge:R:1
S -5.06540 5.70709 0.33530 0.624
S -0.61895 -4.61136 -2.56242 0.612
H -2.47866 1.08916 0.93889 0.136
O 5.48627 -1.85086 0.26933 -0.131
C -7.31768 5.79133 -0.72476 -0.162
O 6.36518 1.77840 9.18885 -0.221
O -0.24459 -3.13034 -3.07213 -0.204
H 3.56569 -8.54293 3.91098 0.137
C -8.15418 11.74234 -1.91376 -0.164
C 4.62802 -6.70717 -2.67090 -0.152
C -1.31521 -2.60583 -3.86275 -0.152
C 2.71597 -0.13112 0.83125 -0.201
O -5.08160 0.81906 -1.04572 -0.259
N 3.41412 -1.95636 -2.00771 0.224
H 6.45233 -3.96268 -0.16329 0.090
H 5.12711 1.04800 6.32804 0.133
O 7.08723 -8.90410 6.12223 -0.221
O -6.13098 6.64785 1.09645 -0.181
H 5.00338 -2.72018 2.16615 0.129
S -8.20348 9.57156 -3.11717 0.614
O -3.98638 6.51608 -0.11096 -0.213
H 3.09966 2.49764 -0.58090 0.020
S 7.31208 1.31023 8.23824 0.618
O -5.88100 3.70916 -4.08301 -0.186
O 7.41604 2.40212 7.05305 -0.192
S 5.78185 -8.44506 5.80242 0.619
O 4.85836 -8.01573 6.79395 -0.223
H 6.08292 0.08934 -0.05299 0.136
S 4.85975 -7.34279 -0.27344 0.600
O -9.03700 8.65976 -2.40801 -0.231
H -6.87020 7.87852 -0.37032 0.116
O 0.09162 -5.55958 -3.34948 -0.233
H 1.66734 -2.46431 0.69779 0.085
H 5.10478 -7.03967 2.77906 0.104
O 3.93046 -6.91217 0.71655 -0.232
H 2.85500 -0.89719 1.63152 0.126
O 4.98087 -6.18526 -1.38533 -0.199
O -7.82694 9.37370 -4.47045 -0.210
C 3.74455 -1.09977 -1.35440 -0.211
C 5.28393 -0.46907 0.50346 -0.293
O 6.16507 -7.80352 0.04938 -0.215
H -7.87828 4.98691 -0.24177 0.139
O 6.63261 0.12803 7.37678 -0.189
N 5.22416 0.10928 3.08025 0.219
H -4.90488 1.24324 0.95611 0.143
C 5.83306 -2.62786 1.41992 -0.232
H -8.10019 7.20893 0.72833 0.141
O -5.97891 5.33676 -0.93980 -0.192
O -8.82624 11.04986 -2.97080 -0.183
H 4.19724 -5.92575 -3.29404 0.142
H 3.57808 -8.53990 -3.19908 0.139
C 3.64362 -7.82236 -2.38433 -0.154
O -4.07936 -0.84345 -2.56106 -0.228
O -6.87095 9.81388 -2.24038 -0.203
C -8.20368 3.59175 -4.33944 -0.169
O -6.22664 2.17904 -2.18349 -0.216
H 6.78977 -4.67188 1.45662 0.086
H -8.65415 11.49314 -0.97423 0.135
H -2.40280 1.42961 -0.80694 0.127
C 6.04325 -4.09538 0.87209 -0.054
H -2.89527 -2.80973 -2.40146 0.102
O -3.12298 -0.42673 -0.32310 -0.194
H -6.22401 11.34448 -0.99016 0.139
H 0.56572 -0.01848 0.99617 0.095
H 2.69113 0.87946 1.31555 0.114
O 8.62300 0.90401 8.60180 -0.219
O -5.57468 1.28053 -4.41153 -0.200
C 4.56268 -8.93462 3.69351 -0.164
H 6.64766 2.51758 5.12571 0.131
H 5.07568 -4.62587 0.73690 0.057
O 4.14076 -8.45015 -1.19477 -0.183
H -4.44613 2.57465 -0.12976 0.107
S -6.27026 2.21562 -3.60313 0.647
H -8.53232 4.04340 -3.39916 0.123
C -2.98959 0.95942 -0.01361 -0.166
O 5.06323 -9.55804 4.88062 -0.189
O 4.08192 1.48505 -2.46470 -0.455
H 5.53547 -7.09001 -3.14410 0.135
C 1.29562 -0.37469 0.22795 -0.662
O -0.58053 -4.60876 -1.13788 -0.228
H -0.06409 -2.17598 0.39193 0.080
H -6.97644 5.34335 -4.74973 0.134
H 8.01500 1.40277 5.36200 0.133
H 6.79957 -2.34147 1.89711 0.128
C -6.94584 4.26055 -4.86076 -0.165
C 3.88729 -0.09078 -0.21449 -0.408
C 6.13570 0.66726 6.14736 -0.193
C 7.09231 1.78986 5.80170 -0.178
H 2.64813 -7.42678 -2.16814 0.134
C -2.56319 -3.27514 -3.32685 -0.169
C 5.54069 -7.81549 3.40283 -0.179
H -6.15131 11.67229 -2.73770 0.136
S -4.45711 -0.65785 -1.20094 0.629
H -8.19676 12.81772 -2.07142 0.138
H -1.35849 -1.52186 -3.77556 0.136
O -2.16158 -4.61850 -3.02686 -0.182
C -7.18167 6.99191 0.18741 -0.164
H 4.49856 -9.65325 2.87930 0.137
H -9.01937 3.62110 -5.05875 0.137
O -4.87005 4.53156 1.11137 -0.225
H 6.44774 -8.19664 2.92778 0.132
C 0.95234 -1.91221 0.03615 -0.103
O -5.28604 -1.58223 -0.50710 -0.210
Cl 0.94622 0.61568 -1.26029 0.615
H 1.10794 -2.24026 -1.01090 0.039
O 5.89629 -7.28687 4.68616 -0.189
C 5.33321 -0.02776 1.96570 -0.141
H 5.46074 2.13249 -0.65611 0.032
C -4.40582 1.49917 0.01785 -0.151
O -7.81720 2.24261 -4.07116 -0.179
H -1.13497 -2.87906 -4.90544 0.134
C -6.73590 11.20729 -1.94075 -0.160
H -6.76914 4.00834 -5.90915 0.135
H -7.79204 6.04480 -1.67138 0.124
H 6.09960 -0.09836 5.37885 0.093
H -3.37849 -3.26934 -4.04630 0.142
P 4.16599 1.63374 -0.97180 0.746
```

Properties
E_HOMO: -10.53 eV
E_LUMO: -0.001 Eh
Orbital gap: 10.5 eV
Structure (SMILES): CCO[C@H](C#N)[C@@](C#N)(C[C@H](C)Cl)[PH2]=O.O=S1(=O)OCCO1.O=S1(=O)OCCO1.O=S1(=O)OCCO1.O=S1(=O)OCCO1.O=S1(=O)OCCO1.O=S1(=O)OCCO1.O=S1(=O)OCCO1.O=S1(=O)OCCO1
E: -7634.6296 Ha

---

# 2
C8H14FN2 | ωB97M-V/def2-TZVPD

Geometry as XYZ:
```
25
Properties=species:S:1:pos:R:3:nbo_charge:R:1
H -1.32086 0.21472 -2.23735 0.214
C 2.76250 0.31870 0.14803 -0.611
H -2.38031 2.21493 -1.42637 0.244
H 1.14157 1.45849 0.80563 0.216
C -0.60692 -2.78649 1.32223 0.347
F -2.32854 -0.08841 2.59183 -0.241
H -0.21203 1.51483 -2.35567 0.227
C -0.75487 0.89245 -1.64530 -0.399
H -0.38690 -3.83909 1.37855 0.254
C 1.43434 1.02662 -0.15835 -0.388
H 1.46082 1.77750 -0.93534 0.223
H 3.05779 -0.39785 -0.70550 0.209
C -1.60366 1.78152 -0.78981 -0.624
H -2.30655 1.25456 0.07486 0.180
H -1.11876 -0.16856 0.87977 0.199
H 0.70321 -0.62533 -1.63878 0.225
N -1.20655 -2.06782 2.23432 -0.537
C 0.31923 0.09690 -0.81661 -0.264
H 2.67822 -0.19333 1.09021 0.205
H 3.52059 1.08793 0.26421 0.239
C -1.27213 -0.82013 2.40565 0.788
C -0.39038 -0.65516 0.23725 0.119
N -0.19331 -2.01223 0.21905 -0.506
H -1.03799 2.62556 -0.34080 0.228
H 0.04147 -2.61032 -0.60171 0.454
```

Properties
Spin multiplicity: 3
E_HOMO (alpha / beta): -11.77 / -14.81 eV
E_LUMO (alpha / beta): -0.177 / -0.254 Eh
Orbital gap (alpha / beta): 7.0 / 7.9 eV
Energy relative to the best compared isomer or geometry (same formula, charge and spin): 16.25 kcal per mole
Charge: +1
E: -522.1222 Ha

---

Repeat the second record exactly.
C8H14FN2 | ωB97M-V/def2-TZVPD

Geometry as XYZ:
```
25
Properties=species:S:1:pos:R:3:nbo_charge:R:1
H -1.32086 0.21472 -2.23735 0.214
C 2.76250 0.31870 0.14803 -0.611
H -2.38031 2.21493 -1.42637 0.244
H 1.14157 1.45849 0.80563 0.216
C -0.60692 -2.78649 1.32223 0.347
F -2.32854 -0.08841 2.59183 -0.241
H -0.21203 1.51483 -2.35567 0.227
C -0.75487 0.89245 -1.64530 -0.399
H -0.38690 -3.83909 1.37855 0.254
C 1.43434 1.02662 -0.15835 -0.388
H 1.46082 1.77750 -0.93534 0.223
H 3.05779 -0.39785 -0.70550 0.209
C -1.60366 1.78152 -0.78981 -0.624
H -2.30655 1.25456 0.07486 0.180
H -1.11876 -0.16856 0.87977 0.199
H 0.70321 -0.62533 -1.63878 0.225
N -1.20655 -2.06782 2.23432 -0.537
C 0.31923 0.09690 -0.81661 -0.264
H 2.67822 -0.19333 1.09021 0.205
H 3.52059 1.08793 0.26421 0.239
C -1.27213 -0.82013 2.40565 0.788
C -0.39038 -0.65516 0.23725 0.119
N -0.19331 -2.01223 0.21905 -0.506
H -1.03799 2.62556 -0.34080 0.228
H 0.04147 -2.61032 -0.60171 0.454
```

Properties
Spin multiplicity: 3
E_HOMO (alpha / beta): -11.77 / -14.81 eV
E_LUMO (alpha / beta): -0.177 / -0.254 Eh
Orbital gap (alpha / beta): 7.0 / 7.9 eV
Energy relative to the best compared isomer or geometry (same formula, charge and spin): 16.25 kcal per mole
Charge: +1
E: -522.1222 Ha

---

> The highest E belongs to which entry?

C8H14FN2

---

> The highest E belongs to which entry?

C8H14FN2